1.
The following is a quantum chemistry calculation of a molecular structure, C12H24F7O12PV at a distorted geometry, from OMol25.

Each line ends with the Mulliken spin population.
Element x y z (Å)
1 V -0.004035 -0.326406 -0.102834  2.87
2 P 1.413195 2.573727 -1.065816  0.01
3 F 0.981679 2.489085 -2.614516  0.00
4 F 1.915223 1.004178 -1.109759  0.01
5 F 2.865513 3.074404 -1.470317  0.00
6 F 1.819008 2.628263 0.495983  0.00
7 F 0.815510 4.046972 -0.959467  0.00
8 F -0.052613 1.937195 -0.635074  0.02
9 F -1.052814 -2.053463 -0.018476  0.02
10 C 3.160418 -3.901001 2.122239  0.00
11 O 2.258778 -2.927146 1.564202  0.00
12 C 2.598142 -2.273918 0.475024  0.02
13 O 1.917515 -1.385292 0.020525  0.01
14 O 3.738239 -2.677619 -0.049581  0.00
15 C 4.059094 -2.172674 -1.353315  0.00
16 H 3.082434 -4.828352 1.553541  0.00
17 H 2.807355 -4.082035 3.132172  0.00
18 H 4.192874 -3.567408 2.143599  0.00
19 H 5.119673 -1.939489 -1.351969  0.00
20 H 3.439652 -1.323362 -1.621885  0.00
21 H 3.900653 -2.967312 -2.086477  0.00
22 C -2.032808 1.216130 4.525018  0.00
23 O -1.545397 0.748674 3.251850  0.00
24 C -0.276269 0.869165 2.914032  0.01
25 O 0.149187 0.374314 1.901212  0.02
26 O 0.448177 1.578676 3.758806  0.00
27 C 1.845524 1.706238 3.471454  0.00
28 H -3.077796 1.454009 4.364191  0.00
29 H -1.483597 2.081698 4.879120  0.00
30 H -1.932673 0.409327 5.250698  0.00
31 H 2.383748 1.549964 4.408250  0.00
32 H 2.063903 2.717910 3.142107  0.00
33 H 2.160790 0.973739 2.739077  0.00
34 C 1.534215 -0.195315 -4.338385  0.00
35 O 0.248293 -0.818439 -4.454369  0.00
36 C -0.566903 -0.741351 -3.427353  0.01
37 O -0.248810 -0.411513 -2.308697  0.00
38 O -1.774482 -1.113186 -3.808895  0.00
39 C -2.766163 -1.162630 -2.782227  0.00
40 H 1.552071 0.730206 -4.906355  0.00
41 H 2.268462 -0.897463 -4.732623  0.00
42 H 1.787001 0.021662 -3.303623  0.00
43 H -3.740334 -1.107838 -3.269189  0.00
44 H -2.661031 -0.328978 -2.097230  0.00
45 H -2.731790 -2.115637 -2.255418  0.00
46 C -3.782493 -1.073630 1.111582  0.00
47 O -4.317201 0.169475 0.620393  0.00
48 C -3.417213 0.937501 0.036974  0.00
49 O -2.239810 0.685862 -0.013909  -0.02
50 O -3.992181 2.004885 -0.476470  0.00
51 C -3.137845 2.947667 -1.118379  0.00
52 H -3.303112 -0.914764 2.074666  0.00
53 H -3.049959 -1.492033 0.421505  0.00
54 H -4.636808 -1.736518 1.211902  0.00
55 H -3.685852 3.865050 -1.297799  0.00
56 H -2.748245 2.538975 -2.052876  0.00
57 H -2.268065 3.199809 -0.506862  0.00

Force components x, y, z for each atom (eV/Å):
V -1.33 -0.81 -0.40
P 0.11 0.02 -0.01
F -0.04 -0.16 0.05
F 0.27 0.11 -0.10
F 0.17 0.09 -0.12
F -0.04 -0.13 0.21
F -0.09 0.13 -0.06
F -0.02 0.25 0.11
F 0.62 0.78 0.08
C -0.24 -0.39 -0.08
O 0.21 0.14 0.45
C -0.35 0.02 0.11
O -0.32 0.13 -0.13
O 0.16 -0.17 -0.23
C 0.26 -0.24 -0.55
H 0.08 0.07 -0.02
H -0.06 0.09 0.01
H -0.03 0.19 -0.07
H -0.05 0.21 0.09
H 0.11 0.16 0.20
H -0.10 -0.03 0.19
C 0.21 -0.13 0.02
O -0.11 0.04 0.04
C -0.26 0.28 0.15
O 0.30 -0.37 -0.34
O -0.15 -0.13 0.18
C 0.70 0.15 0.40
H -0.04 0.01 0.02
H -0.04 0.09 -0.11
H -0.05 0.01 -0.02
H -0.21 -0.11 -0.01
H -0.20 -0.05 -0.28
H -0.04 0.07 -0.16
C 0.55 -0.18 0.32
O 0.10 0.22 -0.48
C -0.07 -0.29 0.21
O 0.08 0.07 0.40
O 0.03 0.05 -0.12
C -0.75 -0.23 0.11
H -0.15 -0.02 -0.07
H -0.14 0.03 -0.14
H -0.19 0.04 0.03
H 0.21 0.12 -0.22
H 0.16 -0.09 0.06
H 0.35 0.14 0.16
C -0.06 -0.39 0.01
O -0.19 0.12 -0.14
C 0.01 -0.18 0.26
O 0.83 0.03 -0.17
O -0.60 0.32 0.07
C 1.05 0.21 -0.14
H 0.02 0.03 0.01
H 0.06 0.02 0.08
H -0.04 0.05 0.08
H -0.40 -0.19 -0.02
H -0.15 0.02 0.01
H -0.14 -0.21 0.09

Computed properties:
* E_tot: -3359.2925 Eh
* E_LUMO (alpha / beta): 0.4 / 0.4 eV
* energy relative to the best compared isomer or geometry (same formula, charge and spin): 14.0 kcal/mol
* multiplicity: 4
* F_max: 1.60 eV/Å

=====

2.
The following is a quantum chemistry calculation of 2 unconnected molecules or ions with the total composition C6H4O at a distorted geometry, from OMol25.

Each line ends with the Löwdin charge.
Element x y z (Å)
1 C 3.231431 0.527945 0.996740  0.08
2 C 1.999312 0.335604 0.750251  -0.15
3 C 0.688422 0.122683 0.571180  -0.36
4 C -0.392318 1.050311 0.271158  0.00
5 C -1.360014 0.327746 -0.322102  -0.03
6 C -0.788418 -1.038235 -0.504351  -0.12
7 O 0.235030 -1.128228 0.435818  -0.06
8 H 0.582407 -1.084337 -1.661983  0.28
9 H -0.334457 2.110691 0.473644  0.13
10 H -2.368099 0.661410 -0.573341  0.12
11 H -1.493298 -1.885595 -0.437019  0.12

Force components x, y, z for each atom (eV/Å):
C -0.58 -0.05 -0.18
C 0.66 0.29 0.52
C 0.19 0.16 0.16
C -0.07 -0.05 0.07
C 0.61 0.01 -0.34
C 1.06 -0.15 -1.17
O 0.38 0.02 0.65
H -3.46 -0.07 1.17
H -0.13 -0.16 0.09
H 0.53 -0.21 -0.35
H 0.80 0.22 -0.62

Computed properties:
* E_tot: -305.9684 Eh
* E_LUMO (alpha / beta): -2.1 / -2.1 eV
* energy relative to the best compared isomer or geometry (same formula, charge and spin): 152.6 kcal/mol
* multiplicity: 1
* F_max: 3.65 eV/Å

=====

3.
The following is a quantum chemistry calculation of a molecular structure, C44H28BeN5O2 at a distorted geometry, from OMol25.

Each line ends with the Löwdin charge.
Element x y z (Å)
1 Be 0.442865 -0.018343 -0.003633  0.14
2 C 2.701565 5.465758 -4.279932  -0.11
3 C 1.970565 4.534258 -4.995532  -0.09
4 C 1.363765 3.472058 -4.347932  -0.03
5 C 1.477465 3.325458 -2.967232  -0.17
6 C 2.237265 4.259858 -2.259732  -0.02
7 C 2.836865 5.320757 -2.909132  -0.08
8 C 0.837265 2.253658 -2.203932  -0.05
9 C 0.854065 0.923257 -2.604132  -0.22
10 C 1.320565 0.339457 -3.829233  0.00
11 C 0.716365 -0.876643 -3.919832  -0.02
12 C -0.057235 -1.038343 -2.719132  -0.21
13 C -0.883735 -2.128342 -2.314933  -0.04
14 C -1.877835 -2.711342 -3.193432  -0.15
15 C -1.892835 -2.448742 -4.572833  -0.03
16 C -2.859335 -2.971942 -5.403132  -0.10
17 C -3.873435 -3.766442 -4.890132  -0.11
18 C -3.925235 -3.980442 -3.520432  -0.10
19 C -2.961635 -3.451542 -2.686032  -0.04
20 C -0.658035 -2.561842 -0.997033  -0.21
21 N -0.003535 -1.845143 -0.057933  0.14
22 C 0.364665 -2.708542 0.912668  -0.22
23 C 1.002165 -2.340642 2.105068  -0.05
24 C 1.647065 -3.384542 2.905368  -0.17
25 C 1.463465 -3.543842 4.278668  -0.04
26 C 2.141965 -4.531942 4.972068  -0.09
27 C 2.994665 -5.400343 4.310968  -0.11
28 C 3.168165 -5.267643 2.942368  -0.09
29 C 2.509765 -4.268742 2.253868  -0.03
30 C 0.950165 -1.016243 2.537567  -0.22
31 C 1.398265 -0.484543 3.790368  0.00
32 C 0.828565 0.743157 3.906168  -0.01
33 C 0.087865 0.972457 2.695167  -0.20
34 N 0.247065 -0.073843 1.866268  0.13
35 C -0.732835 2.066257 2.316167  -0.03
36 C -0.682735 2.462858 0.971068  -0.22
37 C -0.917235 3.813258 0.525568  -0.01
38 C -0.360835 3.907258 -0.708933  -0.01
39 C 0.153565 2.605258 -1.024732  -0.23
40 N -0.095835 1.752757 -0.012733  0.12
41 C -1.686135 2.700458 3.223068  -0.15
42 C -2.923735 3.109058 2.699968  -0.04
43 C -3.944835 3.563358 3.509668  -0.09
44 C -3.784135 3.606258 4.884268  -0.11
45 C -2.572435 3.210358 5.422468  -0.10
46 C -1.538935 2.784058 4.610768  -0.03
47 C -0.082835 -4.035842 0.587567  -0.01
48 C -0.764735 -3.935342 -0.581433  -0.02
49 N 0.121465 0.007157 -1.915033  0.13
50 H 3.158665 6.306957 -4.780732  0.09
51 H 1.861865 4.642858 -6.066332  0.10
52 H 0.770365 2.762258 -4.907432  0.11
53 H 2.365265 4.125857 -1.196332  0.12
54 H 3.412665 6.040358 -2.346032  0.10
55 H 2.022265 0.774157 -4.516032  0.10
56 H 0.878965 -1.629443 -4.671332  0.10
57 H -1.141335 -1.806443 -4.997332  0.08
58 H -2.819835 -2.746042 -6.460732  0.10
59 H -4.622635 -4.186643 -5.545033  0.09
60 H -4.736235 -4.558242 -3.094032  0.10
61 H -3.068435 -3.576942 -1.618932  0.11
62 H 0.767765 -2.905742 4.804268  0.11
63 H 2.003465 -4.635543 6.040968  0.10
64 H 3.507165 -6.185242 4.853068  0.09
65 H 3.829565 -5.940343 2.415168  0.10
66 H 2.666365 -4.143543 1.194067  0.12
67 H 2.067065 -0.967343 4.477568  0.10
68 H 1.018465 1.444757 4.696068  0.09
69 H -1.352235 4.600357 1.114468  0.10
70 H -0.335735 4.770658 -1.347632  0.11
71 H -3.102035 3.022158 1.641267  0.11
72 H -4.881135 3.862358 3.062668  0.10
73 H -4.592535 3.928358 5.524168  0.09
74 H -2.428235 3.217458 6.494168  0.10
75 H -0.609335 2.499158 5.070568  0.08
76 H 0.073065 -4.921142 1.178167  0.11
77 H -1.209035 -4.724442 -1.159532  0.10
78 O 2.598865 1.845457 0.692367  -0.10
79 N 3.003965 0.772757 0.238067  -0.17
80 O 2.135565 -0.096143 -0.098633  -0.14

Force components x, y, z for each atom (eV/Å):
Be -0.20 0.18 0.09
C 0.03 0.10 0.00
C -0.01 0.00 -0.18
C -0.12 -0.10 0.03
C 0.18 0.27 -0.11
C 0.06 -0.01 -0.01
C 0.05 0.09 -0.02
C -0.14 -0.47 0.19
C 0.15 0.36 -0.21
C -0.02 0.01 -0.01
C 0.04 0.03 -0.15
C -0.06 0.18 -0.24
C 0.52 0.20 0.52
C -0.30 -0.24 -0.31
C 0.17 0.02 0.12
C -0.09 -0.10 -0.08
C -0.04 -0.02 -0.02
C -0.13 -0.13 -0.12
C 0.20 0.09 0.09
C -0.29 -0.23 -0.34
N 0.11 0.58 -0.01
C 0.11 -0.35 0.30
C -0.27 0.36 -0.19
C 0.25 -0.30 0.12
C -0.07 0.04 -0.02
C 0.02 -0.09 0.17
C 0.00 -0.09 0.01
C 0.09 -0.12 0.07
C 0.03 0.06 0.00
C 0.19 -0.32 0.18
C -0.04 0.08 0.01
C -0.02 -0.05 0.18
C -0.14 -0.09 0.23
N -0.12 0.27 -0.34
C 0.44 -0.13 -0.36
C -0.13 0.17 0.11
C 0.01 0.04 -0.08
C -0.04 0.04 0.11
C 0.02 0.27 -0.15
N 0.00 -0.56 0.05
C -0.35 0.18 0.25
C 0.08 -0.07 -0.02
C -0.05 0.09 0.09
C -0.06 0.03 -0.01
C 0.05 0.05 0.16
C 0.14 -0.04 -0.05
C -0.10 -0.07 -0.10
C -0.01 -0.09 0.16
N -0.24 -0.31 0.15
H 0.05 0.04 -0.08
H -0.02 -0.01 -0.06
H -0.05 -0.01 -0.02
H 0.00 -0.03 0.11
H 0.07 0.05 0.07
H 0.09 0.09 -0.11
H -0.05 -0.01 -0.12
H 0.03 0.04 -0.05
H -0.03 -0.02 -0.05
H -0.10 -0.02 -0.02
H -0.02 0.01 0.01
H 0.05 -0.01 0.04
H -0.03 0.08 -0.01
H -0.08 0.02 0.02
H 0.03 0.03 0.02
H 0.06 -0.04 -0.06
H 0.04 0.01 -0.13
H 0.09 -0.03 0.11
H -0.11 0.08 0.12
H -0.09 0.07 0.02
H 0.11 0.12 -0.08
H 0.02 -0.06 -0.14
H -0.12 0.01 -0.05
H -0.06 0.03 0.06
H 0.02 0.06 0.07
H 0.06 -0.07 0.05
H 0.06 -0.06 0.06
H -0.04 -0.12 0.00
O 0.10 -1.05 -0.34
N 0.63 1.09 0.43
O -0.65 -0.14 -0.09

Computed properties:
* E_tot: -2132.6327 Eh
* E_LUMO (alpha / beta): 1.4 / 1.4 eV
* multiplicity: 1
* charge: -1
* F_max: 1.33 eV/Å